DFT (ωB97M-V with the def2-TZVPD basis set) results for a 2-piece molecular cluster, C3H6O overall.

Its SMILES is C#C.CO. The value obtained for the energy above the lowest of the compared OMol25 structures with the same formula, charge and spin is 402.8 kJ/mol. The HOMO energy is -9.69 eV. Its LUMO energy is 1.0 eV. As for the molar mass: 58.1 g/mol. The energy comes out at -5251.51931 eV. As for the HOMO-LUMO gap: 0.3921 Eh.

Last column: Löwdin charge in e.
Geometry (Å):
C  1.65649  0.06730  0.24365  -0.15
C  -1.75246  0.49738  -0.12698  -0.06
C  -2.11673  -0.59302  0.10977  -0.01
H  0.07613  0.02255  -1.00687  0.10
H  2.70753  -0.28798  0.04654  0.08
H  1.48893  1.09765  -0.20811  0.07
H  1.19727  0.06422  1.32943  0.10
H  -1.62702  1.51147  -0.51184  0.06
H  -2.29417  -1.61645  0.62034  0.09
O  0.66403  -0.76311  -0.49593  -0.28

***

DFT (ωB97M-V with the def2-TZVPD basis set) results for a 2-piece molecular cluster, C10H17N4 overall.

The value obtained for the energy above the lowest of the compared OMol25 structures with the same formula, charge and spin is 75.0 kJ/mol. The net charge is +1. The HOMO energy is -11.52 eV. Its LUMO energy is -2.7 eV. As for the molar mass: 193.3 g/mol. The energy comes out at -16597.45711 eV. As for the HOMO-LUMO gap: 0.3243 Eh.

Last column: Löwdin charge in e.
Geometry (Å):
C  2.28238  1.60198  0.43064  -0.11
C  1.84361  1.55049  -0.87788  -0.08
C  2.38220  0.45736  1.17278  -0.11
C  1.43548  0.34298  -1.44473  -0.04
C  2.13900  -0.78077  0.56068  -0.07
C  1.76707  -0.82876  -0.76500  -0.35
C  -2.87145  0.69429  -0.75943  -0.12
C  -1.96350  1.49281  -1.26915  0.06
C  -1.51029  -0.67306  0.72032  -0.33
C  -1.04998  -2.05046  0.95756  0.03
N  -2.55756  -0.51934  -0.02697  0.11
N  -0.87405  0.24466  1.42087  0.05
N  1.54745  -2.04358  -1.39626  0.12
N  -1.13137  1.55594  1.54188  0.09
H  2.38112  2.55042  0.89145  0.10
H  1.66038  2.43367  -1.43791  0.10
H  2.86959  0.44167  2.11375  0.10
H  1.27298  0.29318  -2.53245  0.13
H  -3.94127  0.44520  -1.09301  0.15
H  2.26261  -1.83086  1.04026  0.15
H  -2.19299  2.26208  -1.90983  0.05
H  -0.93802  1.55538  -1.01666  0.04
H  -1.89182  -2.75007  1.17145  0.13
H  -0.39885  -2.06222  1.75282  0.06
H  -0.52145  -2.40208  0.07092  0.09
H  -2.94250  -1.29792  -0.38656  0.11
H  0.10137  0.06870  1.85844  0.19
H  -0.44707  2.23197  1.66997  0.09
H  2.07012  -2.81948  -1.22667  0.06
H  1.20038  -2.08232  -2.33637  0.10
H  -1.98355  1.91814  1.10511  0.10